(1)
{"formula": "C9H13NO2", "method": "the ωB97M-V functional and the def2-TZVPD basis", "symbols": ["C", "C", "C", "C", "C", "O", "C", "C", "H", "H", "H", "H", "H", "H", "H", "H", "C", "C", "N", "O", "H", "H", "H", "H", "H"], "xyz": [[-2.234470, 1.622470, 0.334987], [-0.847520, 1.659263, -0.187134], [-0.430835, 2.299147, -1.429410], [0.870915, 2.277382, -1.794202], [1.850076, 1.557034, -1.017921], [3.134025, 1.312668, -1.374947], [1.528118, 1.205013, 0.273504], [0.207474, 1.288547, 0.703773], [-2.127508, 2.182685, 1.303433], [-2.578789, 0.613774, 0.596133], [-2.933093, 2.017337, -0.342417], [-1.231196, 2.880948, -1.992849], [1.164736, 2.768671, -2.717312], [3.257916, 1.358260, -2.289737], [2.315648, 0.935403, 0.932542], [-0.053004, 0.933285, 1.687270], [-0.870478, -2.371751, 1.418228], [0.185017, -3.322443, 1.048148], [0.394240, -3.597546, -0.320664], [0.826780, -3.965414, 1.865000], [-0.496557, -1.789476, 2.255997], [-1.827253, -2.817452, 1.833659], [-1.181697, -1.550922, 0.718835], [0.977888, -4.386097, -0.449568], [0.099560, -3.110778, -1.055354]], "forces_ev_per_angstrom": [[0.938, -0.205, 1.885], [2.706, 0.791, -0.511], [-3.068, -0.380, 2.056], [2.306, -1.020, -0.407], [-1.287, 1.175, -0.180], [0.078, 0.072, 1.657], [-0.919, 0.397, -0.221], [-1.103, -0.265, -1.746], [-0.998, -0.284, -0.849], [0.217, 0.068, -0.096], [-0.992, 0.884, -0.647], [1.297, -0.973, 0.511], [0.154, -0.118, 0.033], [0.192, 0.263, -2.197], [0.493, -0.509, 0.443], [-0.026, 0.061, 0.282], [-2.022, 2.175, 0.933], [0.877, -1.842, -1.827], [0.815, -1.607, 5.186], [-0.557, 0.619, -0.238], [0.204, -0.099, 0.325], [1.266, -0.031, -0.747], [0.455, -1.171, -0.073], [0.618, -0.460, -0.341], [-1.641, 2.457, -3.228]], "lowdin_charge": [-0.071, -0.272, -0.057, -0.043, -0.309, 0.072, -0.027, -0.050, 0.104, 0.071, 0.054, 0.131, 0.108, 0.075, 0.111, 0.103, -0.029, -0.561, 0.171, 0.037, 0.074, 0.112, 0.075, 0.090, 0.032], "homo_energy_ev": -8.2, "smiles": "Cc1ccc(O)cc1.CC(N)=O"}



(2)
{"formula": "C12H27Cl2DyO2P2", "method": "the ωB97M-V functional and the def2-TZVPD basis", "symbols": ["C", "C", "H", "H", "H", "O", "Cl", "Dy", "P", "C", "C", "H", "H", "H", "C", "H", "H", "H", "H", "H", "H", "C", "O", "Cl", "C", "C", "P", "C", "C", "C", "C", "H", "H", "H", "H", "H", "H", "H", "H", "H", "H", "H", "H", "H", "H", "H"], "xyz": [[3.167246, 4.213581, 1.063034], [2.235181, 3.186633, 0.536457], [3.921933, 3.734738, 1.703521], [2.599288, 4.945074, 1.647892], [3.661099, 4.737565, 0.227094], [2.414341, 1.968482, 0.396120], [0.422100, 3.874120, 0.040344], [0.392144, 1.384576, -0.511727], [2.043704, -0.375355, -2.175619], [3.072518, -1.869713, -2.039840], [1.253342, -0.701980, -3.792589], [2.900223, 1.855881, -2.712497], [3.800373, 0.547345, -3.543470], [4.094800, 0.882643, -1.805187], [3.338245, 0.854893, -2.599740], [0.520838, 0.085252, -4.000196], [2.021031, -0.732715, -4.575096], [3.748500, -1.944539, -2.906867], [2.429626, -2.758701, -2.010178], [0.732725, -1.666895, -3.741708], [3.669272, -1.838943, -1.120550], [1.262032, -0.861874, 0.335662], [1.754943, -1.768718, 0.883530], [-0.930577, 1.912155, -2.525659], [-4.006237, 0.634285, 0.020243], [-3.149213, 0.477381, 1.273227], [-1.460987, -0.208616, 0.990155], [-0.850196, -0.504062, 2.710770], [-1.777553, -1.199486, 3.693947], [-1.819510, -1.889074, 0.304835], [-2.949521, -2.702621, 0.928798], [-3.534553, 1.295168, -0.721129], [-4.966028, 1.087428, 0.304462], [-4.224041, -0.323902, -0.462231], [-2.979765, 1.469100, 1.731889], [-3.651079, -0.139358, 2.024812], [0.092968, -1.049303, 2.624099], [-0.605447, 0.498308, 3.087336], [-1.882993, -2.273028, 3.488950], [-1.340476, -1.111495, 4.698463], [-2.777854, -0.747518, 3.737660], [-2.043461, -1.714571, -0.760766], [-0.878294, -2.452579, 0.336822], [-3.884037, -2.137725, 1.030154], [-3.158030, -3.560501, 0.276536], [-2.678618, -3.111338, 1.908237]], "forces_ev_per_angstrom": [[-0.435, 0.134, 0.205], [0.588, -2.310, 0.019], [-0.213, -0.071, -0.354], [0.109, -0.006, -0.199], [-0.221, -0.163, 0.101], [-0.472, 4.116, 0.389], [1.977, 0.641, 0.833], [-1.736, -2.639, -1.408], [0.793, 0.024, -1.798], [0.049, -0.298, 0.555], [-0.392, 0.200, 0.151], [0.165, -0.144, -0.141], [0.020, 0.189, 0.163], [-0.106, 0.007, -0.215], [-0.123, 0.173, 0.217], [0.178, -0.226, -0.151], [-0.176, -0.046, 0.168], [-0.319, 0.125, 0.275], [0.193, 0.155, 0.008], [0.100, 0.228, -0.077], [-0.026, -0.115, -0.217], [2.151, -3.552, 3.339], [-1.929, 3.541, -2.651], [0.329, -0.237, 0.503], [-0.156, 0.187, -0.146], [0.357, 0.645, 0.047], [-1.388, -0.630, 0.849], [0.213, 0.447, -0.359], [-0.205, -0.295, 0.522], [0.389, 0.316, -0.647], [-0.210, -0.318, 0.178], [-0.110, -0.193, 0.158], [0.258, -0.143, -0.146], [0.064, 0.140, 0.077], [-0.169, -0.321, -0.040], [0.127, 0.073, -0.180], [-0.066, 0.055, 0.145], [0.055, -0.093, 0.063], [0.050, 0.441, 0.058], [-0.156, -0.032, -0.251], [0.355, -0.167, 0.007], [0.092, -0.098, 0.214], [-0.174, -0.003, -0.051], [0.261, -0.123, -0.031], [0.028, 0.225, 0.134], [-0.120, 0.161, -0.317]], "lowdin_charge": [0.012, -0.499, 0.130, 0.114, 0.140, -0.102, 0.590, 0.815, 0.728, -0.247, -0.249, 0.044, 0.066, 0.056, -0.255, -0.002, 0.068, 0.078, 0.066, 0.064, 0.054, -0.223, 0.127, -0.057, -0.132, -0.399, 0.853, -0.391, -0.118, -0.378, -0.112, 0.054, 0.094, 0.074, 0.094, 0.071, 0.057, 0.082, 0.070, 0.093, 0.076, 0.087, 0.070, 0.076, 0.094, 0.065], "homo_energy_ev": [-15.8, -15.7], "total_charge": 2, "multiplicity": 6, "s_squared": 9.3323}



(3)
{"formula": "C7H14LaPS", "method": "the ωB97M-V functional and the def2-TZVPD basis", "symbols": ["C", "C", "C", "C", "C", "La", "P", "H", "H", "H", "H", "H", "H", "H", "H", "C", "S", "C", "H", "H", "H", "H", "H", "H"], "xyz": [[-0.615837, 0.927455, -1.087271], [-1.258366, 1.845698, -1.963993], [-0.314869, 2.841169, -2.349453], [0.933050, 2.540353, -1.735877], [0.770218, 1.373051, -0.936387], [0.456439, -0.959924, 1.802778], [-0.095660, -3.674740, 0.666318], [-1.068853, 0.028521, -0.645077], [-2.295594, 1.791214, -2.280888], [-0.509671, 3.683047, -3.010457], [1.554647, 0.862748, -0.356449], [1.862047, 3.093776, -1.852443], [0.823529, -4.255877, -0.272534], [-1.265800, -3.782487, -0.166770], [-0.322147, -4.869278, 1.426289], [-0.878211, 2.859523, 3.114936], [-0.485051, 1.218441, 2.476080], [1.280309, 0.953717, 3.122311], [-1.516292, 3.358860, 2.377067], [0.036553, 3.439107, 3.272922], [-1.425913, 2.732188, 4.055072], [1.529399, 1.921725, 3.560030], [1.305620, 0.167365, 3.907390], [2.015552, 0.776547, 2.291605]], "forces_ev_per_angstrom": [[1.351, 0.784, -0.154], [0.640, -0.003, 0.374], [0.188, -0.776, 0.507], [-0.578, -0.438, 0.352], [-1.320, -0.275, -0.401], [0.425, -3.235, -2.722], [-0.542, -1.301, -0.476], [-0.007, 0.188, -0.145], [0.166, 0.021, 0.044], [0.034, -0.219, 0.147], [-0.111, 0.215, -0.276], [-0.224, -0.079, 0.022], [-0.313, 0.236, 0.345], [0.560, 0.049, 0.368], [0.091, 0.490, -0.344], [-0.604, 0.207, 0.159], [0.634, 2.391, 1.549], [-0.821, 2.011, 0.496], [0.215, -0.113, 0.122], [-0.235, -0.178, -0.172], [0.182, 0.168, -0.200], [0.310, -0.418, 0.090], [0.178, 0.129, -0.084], [-0.217, 0.148, 0.400]], "lowdin_charge": [-0.271, -0.203, -0.190, -0.202, -0.265, 0.960, 0.492, 0.009, 0.063, 0.066, 0.004, 0.063, -0.129, -0.122, -0.133, -0.339, 0.548, -0.529, 0.055, 0.049, 0.046, 0.054, -0.012, -0.015], "homo_energy_ev": [-5.7, -5.6]}